Molecular formula: C29H76O29PbS9
Method: DFT, ωB97M-V with the def2-TZVPD basis set

```
144
Properties=species:S:1:pos:R:3:forces:R:3
Pb 2.2884 0.5427 0.8271 3.337 0.561 -2.240
O 0.9487 0.0997 -1.2222 -0.239 1.337 1.088
C -0.2242 -0.4481 -0.6528 1.688 -1.228 0.112
C -0.4862 -0.0006 0.7985 -0.785 -0.045 -0.065
O 0.6321 -0.0158 1.6625 -3.808 -1.020 0.776
H 0.0661 -1.5046 -0.7030 -1.107 -0.595 0.527
H -1.1555 -0.3279 -1.2185 -0.017 0.317 -0.196
H -1.2501 -0.6099 1.2984 -0.204 -0.201 -0.427
H -0.9415 0.9983 0.6755 0.286 0.291 0.403
O 3.6766 0.1534 -1.3778 1.289 0.838 -1.328
S 4.0347 -0.1766 -2.7344 -0.479 -2.161 -0.947
O 3.5682 0.5615 -3.8855 0.217 0.346 0.953
O 5.6425 -0.3560 -2.9015 -1.704 0.055 0.279
C 6.4356 0.7663 -2.4916 0.841 0.395 -0.433
C 7.7148 0.1417 -1.9709 -0.070 -0.422 -0.209
C 3.4894 -1.8851 -2.9128 0.388 0.156 0.221
H 5.9113 1.3989 -1.7711 0.024 -0.404 0.316
H 6.6268 1.4129 -3.3534 -0.084 -0.181 -0.116
H 8.3597 0.8670 -1.4787 -0.118 -0.182 0.332
H 8.3055 -0.3469 -2.7488 -0.137 0.430 -0.400
H 7.4113 -0.7255 -1.3825 0.215 0.434 0.756
H 3.9659 -2.4303 -3.7236 0.049 0.333 -0.160
H 2.4067 -1.8549 -3.0298 0.016 0.274 -0.058
H 3.6963 -2.3950 -1.9757 0.132 0.114 0.015
O -1.7684 1.6126 -4.4721 -0.782 -0.118 -0.156
S -1.2699 0.7914 -5.5261 1.838 0.208 -0.282
O -1.8281 -0.4997 -5.8617 0.146 1.044 0.081
O -1.2328 1.7423 -6.8250 -0.783 -0.495 0.656
C -1.1277 1.1531 -8.1293 0.490 0.060 -0.299
C 0.2789 0.6673 -8.3763 0.925 -0.561 -1.341
C 0.4984 0.6486 -5.1131 -1.517 -0.158 0.184
H -1.3215 1.9909 -8.7994 0.015 0.026 0.081
H -1.9018 0.4148 -8.3376 0.065 -0.147 0.445
H 1.0248 1.4336 -8.1634 -0.153 0.105 0.144
H 0.4070 0.4268 -9.4386 -0.272 0.433 -0.162
H 0.6558 -0.2768 -7.9791 -0.656 0.070 0.822
H 0.9415 1.6390 -5.1603 -0.011 -0.045 -0.247
H 0.9799 -0.0947 -5.7364 0.149 0.007 0.149
H 0.3908 0.3847 -4.0580 0.573 -0.350 0.016
O -0.5468 -4.3004 -2.1795 -0.774 0.668 0.440
S -1.6942 -4.1451 -3.0256 0.437 -0.479 -1.809
O -2.2654 -5.3431 -3.5856 0.036 0.513 0.086
O -2.8718 -3.3320 -2.3219 1.298 0.168 0.237
C -4.0223 -3.0255 -3.1236 -1.177 -0.778 -0.063
C -5.2284 -3.1150 -2.1926 1.111 0.360 0.115
C -1.1927 -3.0042 -4.3717 -0.421 -0.154 1.815
H -4.1239 -3.7721 -3.9149 0.112 -0.078 0.064
H -3.9612 -2.0567 -3.6240 0.410 0.187 0.397
H -5.0262 -2.5362 -1.2918 -0.062 0.425 -0.255
H -5.3333 -4.1137 -1.7719 -0.385 -0.213 -0.603
H -6.0829 -2.7080 -2.7261 -0.294 -0.322 0.306
H -0.2481 -3.3830 -4.7493 -0.238 -0.154 -0.367
H -1.0067 -2.0720 -3.8368 0.102 0.046 -0.077
H -2.0089 -2.8258 -5.0621 0.225 -0.339 -0.274
O 2.3273 -5.9261 -0.5485 0.585 -0.069 0.094
S 1.9358 -5.2173 0.6292 -0.530 0.243 1.051
O 0.7099 -5.6050 1.2709 0.346 0.616 -0.398
O 3.0588 -5.3008 1.8245 -0.189 0.455 -1.170
C 4.0552 -6.3191 1.6946 -0.298 -1.168 0.267
C 4.7487 -6.5094 3.0309 0.364 -0.117 -0.076
C 2.1275 -3.4587 0.3047 -0.273 -0.674 0.618
H 4.7977 -6.1150 0.9204 -0.212 0.344 -0.085
H 3.5225 -7.2256 1.3974 0.226 -0.116 0.034
H 5.1935 -7.5048 3.0898 0.069 -0.003 -0.274
H 4.0892 -6.4555 3.8953 -0.170 0.330 -0.167
H 5.5651 -5.7920 3.1095 -0.138 0.103 0.357
H 1.3322 -3.0625 -0.3232 0.099 -0.368 -0.310
H 3.1247 -3.4523 -0.1281 -0.082 0.415 -0.123
H 2.1059 -2.9214 1.2506 0.139 -0.097 0.047
O 2.1657 2.9165 0.0226 0.025 0.878 -0.421
S 1.7921 3.8765 -0.9919 0.129 -0.578 -2.238
O 0.7235 4.7818 -0.7147 0.475 0.063 -0.024
O 3.1049 4.7667 -1.3792 -0.906 -0.553 0.612
C 4.3138 4.0269 -1.6016 0.767 -1.307 -0.406
C 5.4835 4.9849 -1.5733 0.253 0.580 0.669
C 1.4598 2.9850 -2.6142 0.541 0.098 2.047
H 4.2123 3.3873 -2.4850 0.038 0.692 -0.563
H 4.4704 3.2341 -0.8625 -0.246 0.493 0.642
H 6.4902 4.5633 -1.5587 -0.302 -0.739 -0.130
H 5.4078 5.4669 -0.5954 0.034 0.354 -0.141
H 5.5405 5.7528 -2.3433 -0.578 -0.050 -0.089
H 0.8460 2.1379 -2.2886 -0.459 0.185 -0.142
H 2.3703 2.4936 -2.9549 0.158 0.355 -0.015
H 1.0533 3.7032 -3.3171 -0.175 -0.054 0.090
O -5.9935 3.0938 3.8494 -0.186 0.185 -0.409
S -4.5920 2.9846 3.5885 1.422 -0.786 -0.016
O -3.9023 3.8490 2.6540 -0.652 -0.459 1.195
O -3.8634 3.0551 5.0380 0.246 1.011 -1.034
C -4.6479 2.9288 6.2397 0.051 0.707 0.103
C -3.8956 3.5747 7.3901 1.040 0.056 0.058
C -4.1543 1.2574 3.1560 -1.016 1.405 0.340
H -4.8511 1.8595 6.2993 -0.160 0.082 0.736
H -5.5697 3.5077 6.1891 -0.172 -0.385 -0.573
H -4.5100 3.5368 8.2884 0.193 -0.257 0.112
H -3.6270 4.6248 7.2458 -0.801 0.145 -0.555
H -2.8784 3.2066 7.5497 -0.326 -0.816 0.254
H -3.5453 1.2838 2.2588 0.144 -0.157 0.158
H -5.1375 0.8248 2.9781 0.249 -0.490 -0.091
H -3.6727 0.8806 4.0517 0.106 -0.349 -0.246
O -7.4190 -2.2502 -0.4347 0.431 0.838 -0.598
S -7.0997 -0.8830 -0.1425 -2.378 0.933 0.855
O -6.4454 -0.6163 1.1114 0.284 0.149 -0.751
O -6.4068 -0.1722 -1.4079 -0.253 -0.685 0.568
C -5.9901 1.2299 -1.2768 1.349 -1.213 -0.967
C -4.8764 1.3252 -0.2613 0.101 2.661 1.253
C -8.6634 0.0988 -0.1834 0.355 -0.294 0.030
H -6.8499 1.8971 -1.2556 -0.030 -0.075 0.888
H -5.5468 1.4453 -2.2505 -0.102 -0.359 -0.131
H -4.2732 2.2127 -0.4882 0.100 -0.122 -0.511
H -4.1594 0.5257 -0.0997 -0.500 -0.492 -0.547
H -5.2422 1.6577 0.7115 -0.281 -0.599 0.089
H -9.4933 -0.3848 0.3283 0.315 -0.495 -0.010
H -8.9112 0.2256 -1.2350 -0.051 -0.020 0.021
H -8.5606 1.0671 0.3041 0.459 -0.013 -0.108
O 1.9497 2.1314 2.8193 0.483 0.508 1.079
S 1.5779 2.5077 4.1627 -1.591 -0.681 -0.734
O 2.5503 2.5732 5.2113 -0.524 0.275 -0.431
O 0.8246 3.9139 4.0374 0.728 -0.674 1.433
C 0.1509 4.2544 2.8428 -0.259 0.893 -2.763
C -0.3059 5.7039 2.8982 -0.362 -0.361 1.268
C 0.2017 1.4194 4.6134 -0.707 0.012 0.164
H -0.7268 3.6533 2.5999 0.039 -0.480 0.585
H 0.8082 4.1552 1.9755 0.257 -0.275 0.319
H -1.1455 5.6954 3.5982 0.111 0.547 0.178
H -0.7034 6.1085 1.9711 0.279 -0.400 -0.283
H 0.5012 6.3355 3.2689 -0.101 0.090 -0.023
H 0.3865 0.3464 4.6421 0.949 0.155 -0.239
H -0.5765 1.5188 3.8565 0.226 0.323 -0.244
H -0.2678 1.6525 5.5697 0.431 0.532 0.064
O 3.7322 -3.0539 4.1912 0.178 0.540 -0.139
S 3.1061 -1.7758 4.0195 -0.885 1.110 1.340
O 2.9987 -1.2126 2.6965 0.017 -0.696 0.328
O 1.6541 -1.7917 4.7601 1.077 -0.349 -0.097
C 0.5733 -2.6045 4.2281 -0.251 -0.283 -0.810
C 0.8188 -4.1025 4.1157 0.182 -0.659 0.838
C 3.7591 -0.4994 5.1506 0.953 -1.634 -1.048
H 0.4013 -2.1673 3.2401 -0.364 -0.151 0.002
H -0.2796 -2.4190 4.8789 0.110 0.341 -0.013
H 0.1428 -4.5829 3.4100 0.372 0.432 -0.599
H 0.6085 -4.7187 4.9976 -0.011 0.730 0.547
H 1.8708 -4.3084 3.9359 -0.203 -0.124 -0.693
H 2.9386 0.1463 5.4236 0.137 -0.051 0.487
H 4.5874 0.0396 4.6919 -0.377 0.131 -0.513
H 4.2754 -1.1431 5.8629 -0.656 0.410 0.834
```
Forces are in eV/Å.

## Properties
**Total charge**: 0
**Orbital gap**: 7.92 eV
**2S+1**: 1
**Relative energy (zero: lowest compared OMol25 entry of this formula, charge and spin)**: 0.000 eV
**Molecular weight**: 1384.7 g/mol